1.
{
  "formula": "C3H9N3O2",
  "method": "ωB97M-V/def2-TZVPD",
  "symbols": ["O", "O", "N", "N", "N", "C", "C", "C", "H", "H", "H", "H", "H", "H", "H", "H", "H"],
  "positions_angstrom": [[-1.68, -3.25, 0.75], [0.66, -2.27, 0.14], [-1.39, -2.72, -0.33], [-0.40, -2.17, -0.71], [-0.69, -0.06, -0.09], [0.30, 1.89, 1.25], [0.12, 0.94, 0.02], [0.92, 1.34, -1.15], [1.02, 2.47, -1.23], [-2.20, -2.57, -0.94], [0.46, 0.95, -2.00], [-0.37, 2.70, 1.13], [1.15, -1.46, -0.07], [-1.06, -0.44, 0.74], [-0.09, 1.51, 2.13], [1.25, 2.20, 1.40], [2.00, 0.94, -1.04]],
  "charge": 0,
  "total_energy_ha": -434.24893,
  "homo_energy_ev": -8.8,
  "orbital_gap_ev": 9.48,
  "smiles": "[O-]/[NH+]=N\\O.CC(C)=N"
}


2.
{
  "formula": "C3H9N3O2",
  "method": "ωB97M-V/def2-TZVPD",
  "symbols": ["O", "O", "N", "N", "N", "C", "C", "C", "H", "H", "H", "H", "H", "H", "H", "H", "H"],
  "positions_angstrom": [[-1.94, -1.30, -0.02], [1.64, 1.19, 0.16], [-1.69, 1.41, 0.67], [1.21, -0.03, -0.37], [-0.57, -1.33, 0.08], [-1.07, 0.88, -0.61], [-0.13, -0.23, -0.24], [2.11, -0.91, 0.26], [-1.79, 0.21, -1.26], [-2.55, 1.86, 0.04], [-2.05, 0.58, 1.56], [1.72, -1.31, 1.33], [2.11, 1.63, -0.62], [-0.63, 1.80, -1.11], [-2.16, -2.25, -0.04], [2.55, -2.02, -0.31], [3.22, -0.18, 0.47]],
  "charge": 0,
  "total_energy_ha": -434.17848,
  "homo_energy_ev": -8.8,
  "orbital_gap_ev": 9.55
}


3.
{
  "formula": "C3H9N3O2",
  "method": "ωB97M-V/def2-TZVPD",
  "symbols": ["O", "O", "N", "N", "N", "C", "C", "C", "H", "H", "H", "H", "H", "H", "H", "H", "H"],
  "positions_angstrom": [[-1.42, 0.58, 1.25], [0.63, -0.23, 2.56], [-0.28, 1.02, -0.61], [-0.23, 0.48, 0.56], [0.81, 0.23, 1.36], [1.43, -0.96, -1.39], [-1.09, -0.74, -1.92], [0.29, -0.07, -1.48], [-2.16, -0.69, -0.75], [2.24, -0.38, -1.07], [0.53, 1.74, -0.40], [-1.39, -0.39, 2.05], [-1.59, 0.16, -3.02], [0.55, 0.52, -2.29], [1.62, -1.41, -2.37], [-0.83, -2.05, -2.32], [1.54, -1.72, -0.63]],
  "charge": 0,
  "total_energy_ha": -434.00930,
  "homo_energy_ev": -9.5,
  "orbital_gap_ev": 9.58
}


4.
{
  "formula": "C3H9N3O3",
  "method": "ωB97M-V/def2-TZVPD",
  "symbols": ["O", "O", "O", "N", "N", "N", "C", "C", "C", "H", "H", "H", "H", "H", "H", "H", "H", "H"],
  "positions_angstrom": [[2.38, 0.29, 1.51], [2.52, 0.95, -0.53], [1.11, 2.07, 0.84], [-1.80, 1.08, -0.85], [-0.27, -0.57, -1.19], [0.40, -1.67, -0.78], [-1.48, -0.52, 1.00], [1.92, 1.19, 0.64], [-1.13, -0.02, -0.39], [-2.80, 1.07, -0.71], [2.01, 1.52, -1.14], [2.94, -0.27, 0.94], [-0.02, -2.17, 0.00], [-2.05, -1.44, 0.91], [-2.09, 0.22, 1.53], [0.48, -2.34, -1.55], [-1.55, 1.29, -1.81], [-0.57, -0.70, 1.58]],
  "charge": 0,
  "total_energy_ha": -509.69376,
  "homo_energy_ev": -7.8,
  "orbital_gap_ev": 8.54,
  "smiles": "C/C(N)=N\\N.O=C(O)O"
}


5.
{
  "formula": "C3H9N3S",
  "method": "ωB97M-V/def2-TZVPD",
  "symbols": ["S", "N", "N", "N", "C", "C", "C", "H", "H", "H", "H", "H", "H", "H", "H", "H"],
  "positions_angstrom": [[-0.42, -2.43, -0.91], [0.65, -1.36, -0.20], [1.53, 0.67, -0.11], [0.26, 2.83, 0.68], [0.41, -0.01, 0.13], [-0.89, 2.06, 0.40], [-0.82, 0.49, 0.78], [1.79, -1.43, -0.19], [-1.62, -0.07, 0.16], [1.29, 1.54, 0.16], [-0.55, -3.05, 0.38], [-1.01, 0.23, 1.86], [0.33, 3.90, 0.12], [-1.11, 1.87, -0.71], [0.13, 3.15, 1.72], [-1.91, 2.51, 0.55]],
  "charge": 0,
  "total_energy_ha": -682.03288,
  "homo_energy_ev": -8.4,
  "orbital_gap_ev": 9.13,
  "smiles": "[H]/N=C(\\CCN)NS"
}


6.
{
  "formula": "C3H9N3S",
  "method": "ωB97M-V/def2-TZVPD",
  "symbols": ["S", "N", "N", "N", "C", "C", "C", "H", "H", "H", "H", "H", "H", "H", "H", "H"],
  "positions_angstrom": [[3.35, -0.15, 0.07], [1.74, -0.52, -0.24], [-0.56, -0.16, -0.22], [1.00, 1.58, 0.38], [-1.68, 0.76, -0.21], [-0.87, -1.47, 0.37], [0.70, 0.38, 0.03], [0.21, 2.11, 0.66], [3.45, 1.01, -0.58], [-1.96, 1.05, 0.80], [-1.27, -1.40, 1.41], [-2.54, 0.25, -0.64], [-1.47, 1.64, -0.86], [-0.01, -2.05, 0.38], [1.53, -1.04, -1.06], [-1.63, -1.98, -0.29]],
  "charge": 0,
  "total_energy_ha": -682.13237,
  "homo_energy_ev": -9.0,
  "orbital_gap_ev": 9.79,
  "smiles": "[H]/N=C(/NS)N(C)C"
}


7.
{
  "formula": "C3H9N4",
  "method": "ωB97M-V/def2-TZVPD",
  "symbols": ["N", "N", "N", "N", "C", "C", "C", "H", "H", "H", "H", "H", "H", "H", "H", "H"],
  "positions_angstrom": [[-1.41, 1.30, 0.46], [-0.13, -2.29, -0.20], [0.36, -0.98, 0.26], [-1.18, 1.91, 1.47], [1.45, 1.00, 0.06], [-1.12, 0.48, -0.37], [0.39, 0.04, -0.51], [0.35, -2.51, -1.08], [-1.27, -2.21, -0.44], [0.40, -0.10, -1.60], [1.69, 0.48, 1.12], [1.01, 2.00, 0.22], [2.38, 1.16, -0.51], [0.08, -2.98, 0.62], [-1.79, -0.21, -0.81], [-1.21, 2.90, 1.30]],
  "charge": 1,
  "total_energy_ha": -338.24103,
  "homo_energy_ev": [-12.5, -12.5],
  "orbital_gap_ev": [7.70, 7.70]
}


8.
{
  "formula": "C3H9N4",
  "method": "ωB97M-V/def2-TZVPD",
  "symbols": ["N", "N", "N", "N", "C", "C", "C", "H", "H", "H", "H", "H", "H", "H", "H", "H"],
  "positions_angstrom": [[-1.31, -0.03, -0.10], [2.35, -1.39, -0.22], [1.07, 0.43, -0.01], [2.26, -0.17, -0.13], [1.11, 1.90, 0.04], [-2.39, -1.03, 0.11], [-0.09, -0.30, 0.11], [-2.06, -2.03, 0.38], [-2.88, -1.28, -0.84], [-1.77, 0.81, -0.28], [0.09, 2.17, -0.02], [-3.04, -0.59, 0.81], [0.04, -1.39, 0.03], [3.36, -1.77, -0.10], [1.74, 2.26, -0.78], [1.53, 2.40, 0.99]],
  "charge": 1,
  "total_energy_ha": -338.38214,
  "homo_energy_ev": -13.8,
  "orbital_gap_ev": 9.26,
  "smiles": "[H]/N=N/N(C)/C=[NH+]/C"
}


9.
{
  "formula": "C3H9N4",
  "method": "ωB97M-V/def2-TZVPD",
  "symbols": ["N", "N", "N", "N", "C", "C", "C", "H", "H", "H", "H", "H", "H", "H", "H", "H"],
  "positions_angstrom": [[1.29, -1.24, -0.28], [-1.61, 0.22, -1.06], [-1.35, -1.56, 0.43], [2.26, -0.61, -0.34], [-1.00, -0.28, 0.09], [0.79, 1.48, 0.28], [0.02, 0.37, 0.80], [3.22, -0.74, -0.71], [0.28, 1.81, -0.60], [-1.58, 1.23, -1.05], [0.85, 2.40, 0.90], [1.72, 1.04, 0.22], [-0.02, 0.20, 1.89], [-2.45, -0.28, -1.33], [-0.66, -2.02, 1.07], [-1.76, -2.01, -0.32]],
  "charge": 1,
  "total_energy_ha": -338.37567,
  "homo_energy_ev": [-12.8, -12.7],
  "orbital_gap_ev": [8.19, 7.64]
}


10.
{
  "formula": "C3H9N5",
  "method": "ωB97M-V/def2-TZVPD",
  "symbols": ["N", "N", "N", "N", "N", "C", "C", "C", "H", "H", "H", "H", "H", "H", "H", "H", "H"],
  "positions_angstrom": [[-0.71, 0.06, 1.36], [2.05, 0.30, -2.05], [0.77, 1.04, -0.01], [-0.81, -0.44, -0.92], [-1.22, -1.95, -0.83], [-0.12, 0.11, 0.14], [1.46, 1.11, -1.27], [-0.19, 0.86, 2.34], [1.03, 0.74, 2.31], [-1.10, -1.16, 1.67], [1.17, 2.11, -1.50], [1.65, -0.88, -1.64], [-0.22, -0.19, -1.74], [-0.89, 0.84, 3.25], [-0.22, -2.38, -1.97], [-2.09, -1.95, -1.20], [-0.56, 1.79, 2.06]],
  "charge": 0,
  "total_energy_ha": -393.18701,
  "homo_energy_ev": -9.1,
  "orbital_gap_ev": 8.50
}


11.
{
  "formula": "C3H9N5",
  "method": "ωB97M-V/def2-TZVPD",
  "symbols": ["N", "N", "N", "N", "N", "C", "C", "C", "H", "H", "H", "H", "H", "H", "H", "H", "H"],
  "positions_angstrom": [[1.46, -1.37, 1.56], [1.06, 0.30, -0.47], [-0.88, 1.24, -1.59], [-0.33, 2.16, 0.53], [0.85, -0.23, 1.16], [-0.17, 1.06, -0.37], [-0.11, -0.36, 0.15], [-0.82, -1.58, -0.31], [1.55, -2.12, 0.88], [2.31, -1.18, 2.08], [-1.84, 1.51, -1.43], [-1.30, -1.38, -1.27], [-0.13, -2.42, -0.46], [-1.57, -1.87, 0.42], [0.11, 1.96, 1.42], [-0.28, 1.29, -2.41], [0.10, 2.99, 0.13]],
  "charge": 0,
  "total_energy_ha": -393.35534,
  "homo_energy_ev": -8.5,
  "orbital_gap_ev": 9.63,
  "smiles": "C[C@@]12N(N)N1C2(N)N"
}


12.
{
  "formula": "C3H9N5",
  "method": "ωB97M-V/def2-TZVPD",
  "symbols": ["N", "N", "N", "N", "N", "C", "C", "C", "H", "H", "H", "H", "H", "H", "H", "H", "H"],
  "positions_angstrom": [[-1.50, -0.22, -0.14], [-2.90, -0.71, -0.13], [-0.07, 1.62, -0.11], [1.11, -1.47, 0.18], [2.76, -0.02, -0.61], [-1.29, 0.98, -0.39], [0.90, 1.00, 0.73], [1.61, -0.20, 0.01], [1.82, 1.65, 0.81], [0.12, 2.13, -0.97], [-3.27, -0.74, 0.83], [3.30, -0.95, -0.83], [1.58, -2.21, -0.27], [-2.59, -1.79, -0.42], [-2.07, 1.82, -0.77], [0.41, 0.64, 1.72], [0.06, -1.53, 0.35]],
  "charge": 0,
  "total_energy_ha": -393.39261,
  "homo_energy_ev": -8.6,
  "orbital_gap_ev": 9.59,
  "smiles": "[H]/N=C(\\N)CN/C=N/N"
}


13.
{
  "formula": "C3H9N5O",
  "method": "ωB97M-V/def2-TZVPD",
  "symbols": ["O", "N", "N", "N", "N", "N", "C", "C", "C", "H", "H", "H", "H", "H", "H", "H", "H", "H"],
  "positions_angstrom": [[0.38, 0.45, 2.34], [0.01, -1.50, 0.64], [-0.31, -2.51, -0.26], [-0.47, 0.40, -2.06], [0.79, 0.69, 1.01], [-1.62, 0.80, -1.41], [0.79, 2.06, 0.63], [0.47, -0.13, -1.32], [0.39, -0.36, 0.16], [-2.42, 0.97, -2.00], [-1.91, 0.16, -0.66], [1.31, 2.60, 1.43], [-0.24, 2.45, 0.56], [1.41, -0.45, -1.78], [-0.55, -3.30, 0.31], [-1.02, -2.22, -0.93], [0.44, -0.54, 2.39], [1.30, 2.18, -0.34]],
  "charge": 0,
  "total_energy_ha": -468.58410,
  "homo_energy_ev": -7.9,
  "orbital_gap_ev": 8.78,
  "smiles": "CN(O)C(/C=N\\N)=N/N"
}


14.
{
  "formula": "C3H9NO",
  "method": "ωB97M-V/def2-TZVPD",
  "symbols": ["O", "N", "C", "C", "C", "H", "H", "H", "H", "H", "H", "H", "H", "H"],
  "positions_angstrom": [[-2.54, 0.47, -0.78], [0.20, -0.60, -0.55], [0.58, -0.90, -1.71], [0.31, 0.56, 1.69], [1.05, 0.24, 0.36], [0.14, -1.79, -2.14], [-3.19, 0.04, -0.19], [-1.68, 0.10, -0.54], [-0.59, -0.04, 1.69], [1.40, -0.50, -2.35], [1.25, 1.18, -0.18], [0.98, 0.06, 2.40], [1.86, -0.47, 0.46], [0.23, 1.63, 1.84]],
  "charge": 0,
  "total_energy_ha": -249.64091,
  "homo_energy_ev": -9.7,
  "orbital_gap_ev": 10.69,
  "smiles": "C=NCC.O"
}


15.
{
  "formula": "C3H9NO",
  "method": "ωB97M-V/def2-TZVPD",
  "symbols": ["O", "N", "C", "C", "C", "H", "H", "H", "H", "H", "H", "H", "H", "H"],
  "positions_angstrom": [[-6.87, 1.49, -1.31], [1.69, -1.85, 1.19], [1.84, 0.07, -1.02], [1.94, 0.41, 0.46], [2.06, -0.50, 1.46], [2.20, 1.05, -1.38], [2.44, -0.81, -1.29], [2.55, -0.21, 2.39], [1.02, -1.97, 0.43], [-6.20, 0.91, -1.70], [1.77, 1.47, 0.65], [0.78, 0.01, -1.29], [1.14, -2.02, 2.03], [-6.34, 1.96, -0.64]],
  "charge": 0,
  "total_energy_ha": -249.63736,
  "homo_energy_ev": -8.1,
  "orbital_gap_ev": 9.02,
  "smiles": "C/C=C\\N.O"
}


16.
{
  "formula": "C3H9NO",
  "method": "ωB97M-V/def2-TZVPD",
  "symbols": ["O", "N", "C", "C", "C", "H", "H", "H", "H", "H", "H", "H", "H", "H"],
  "positions_angstrom": [[0.32, -1.03, 2.07], [-1.44, -0.41, -0.83], [-0.40, 0.67, -1.21], [1.30, 0.68, 0.62], [0.84, 0.29, -0.55], [-0.34, 0.84, -2.30], [2.21, 0.59, 1.17], [0.71, 1.17, 1.45], [-1.77, -0.99, -1.59], [-0.37, -1.62, 2.40], [-2.27, -0.02, -0.40], [-0.83, 1.62, -0.96], [1.57, -0.33, -1.10], [0.48, -1.46, 1.22]],
  "charge": 0,
  "total_energy_ha": -249.62065,
  "homo_energy_ev": -9.2,
  "orbital_gap_ev": 10.17,
  "smiles": "C=CCN.O"
}


17.
{
  "formula": "C3H9NO",
  "method": "ωB97M-V/def2-TZVPD",
  "symbols": ["O", "N", "C", "C", "C", "H", "H", "H", "H", "H", "H", "H", "H", "H"],
  "positions_angstrom": [[-2.07, -0.08, 0.01], [1.41, 0.94, -0.33], [0.22, 0.10, -0.44], [-0.85, 0.56, 0.45], [0.54, -1.32, 0.09], [1.02, -1.31, 1.12], [-0.91, 1.76, 0.66], [-2.36, 0.31, -0.95], [-0.05, 0.09, -1.51], [-0.62, -0.13, 1.45], [0.99, -2.06, -0.73], [1.30, 1.91, -0.77], [1.82, 1.01, 0.60], [-0.44, -1.78, 0.37]],
  "charge": 0,
  "total_energy_ha": -249.62404,
  "homo_energy_ev": -9.1,
  "orbital_gap_ev": 9.97,
  "smiles": "C[C@H](N)CO"
}


18.
{
  "formula": "C3H9NO",
  "method": "ωB97M-V/def2-TZVPD",
  "symbols": ["O", "N", "C", "C", "C", "H", "H", "H", "H", "H", "H", "H", "H", "H"],
  "positions_angstrom": [[-1.93, 4.78, 1.39], [1.24, -0.13, -0.92], [0.43, -1.16, -0.31], [-0.89, -1.18, -0.38], [1.21, -2.31, 0.27], [-1.28, 4.09, 1.17], [0.86, 0.04, -1.84], [1.80, -1.97, 1.13], [-2.05, 5.30, 0.59], [-1.54, -0.49, -0.91], [0.51, -3.07, 0.63], [1.14, 0.77, -0.45], [-1.43, -1.97, 0.12], [1.92, -2.70, -0.47]],
  "charge": 0,
  "total_energy_ha": -249.66270,
  "homo_energy_ev": -9.4,
  "orbital_gap_ev": 9.97,
  "smiles": "C=C(C)N.O"
}


19.
{
  "formula": "C3H9NO",
  "method": "ωB97M-V/def2-TZVPD",
  "symbols": ["O", "N", "C", "C", "C", "H", "H", "H", "H", "H", "H", "H", "H", "H"],
  "positions_angstrom": [[2.52, -0.07, 0.46], [-0.33, 0.05, 1.42], [-1.58, -1.01, -0.32], [-0.83, 0.03, 0.12], [-0.41, 1.11, -0.84], [2.68, -1.02, 0.44], [0.61, 1.42, -0.59], [-0.88, -0.59, 1.97], [-1.50, -1.94, 0.25], [0.66, 0.22, 1.50], [2.45, 0.09, -0.49], [-1.89, -1.06, -1.35], [-0.47, 0.77, -1.87], [-1.02, 2.01, -0.70]],
  "charge": 0,
  "total_energy_ha": -249.66663,
  "homo_energy_ev": -7.9,
  "orbital_gap_ev": 8.59,
  "smiles": "C=C(C)N.O"
}


20.
{
  "formula": "C3H9NO",
  "method": "ωB97M-V/def2-TZVPD",
  "symbols": ["O", "N", "C", "C", "C", "H", "H", "H", "H", "H", "H", "H", "H", "H"],
  "positions_angstrom": [[-0.46, 0.04, -1.59], [2.14, 1.13, 1.60], [-1.77, -1.25, -0.05], [-1.78, -0.09, -1.01], [3.07, 0.73, 0.87], [-0.51, 0.92, -2.00], [-1.34, -2.15, -0.48], [-1.95, 0.83, -0.43], [2.25, 1.13, 2.62], [-1.18, -0.99, 0.83], [-2.54, -0.01, -1.79], [-2.79, -1.37, 0.32], [4.12, 0.85, 1.18], [2.77, 0.24, -0.06]],
  "charge": 1,
  "total_energy_ha": -249.27291,
  "homo_energy_ev": [-13.7, -13.2],
  "orbital_gap_ev": [7.43, 3.42],
  "spin_multiplicity": 2
}


In order of appearance, ΔE to the lowest compared entry with this formula, charge and spin = 7.5440, 9.4610, 14.0648, 1.5807, 3.6195, 0.9123, 7.6141, 3.7744, 3.9506, 8.8846, 4.3041, 3.2901, 3.8665, 1.9807, 2.0771, 2.5319, 2.4396, 1.3876, 1.2808, 3.2477 eV.